Molecular formula: C4H13NO
Method: DFT, the ωB97M-V functional and the def2-TZVPD basis

ΔE to the lowest compared entry with this formula, charge and spin, kcal/mol: 32.3
Gap between HOMO and LUMO, hartree: 0.3270
Total energy, hartree: -290.14548
SMILES string: CNC(C)C.O
Lowest unoccupied orbital energy, eV: 0.81

Atoms and positions in Å:
C1 1.35702 -1.05502 -0.42491
N1 1.09639 0.12759 0.30744
C2 -0.12885 0.92452 0.03139
C3 0.08519 2.12007 -0.83519
C4 -1.35859 0.10985 -0.41744
H1 0.47084 -1.65805 -0.62831
H2 1.85788 -1.02479 -1.40502
H3 2.02750 -1.78839 0.06315
H4 1.81335 0.83372 0.38634
H5 -0.42020 1.12374 1.07476
H6 -0.76105 2.75319 -1.07432
H7 0.96219 2.66570 -0.43905
H8 0.57826 1.84726 -1.78595
H9 -2.26354 0.68218 -0.59894
H10 -1.12804 -0.45293 -1.33772
H11 -1.57824 -0.71418 0.25597
O1 -0.79612 -1.89195 2.07765
H12 -0.81619 -1.84802 3.03718
H13 -0.99782 -2.75449 1.71298

Molecular formula: C4H13NO
Method: DFT, the ωB97M-V functional and the def2-TZVPD basis

ΔE to the lowest compared entry with this formula, charge and spin, kcal/mol: 25.2
Gap between HOMO and LUMO (spin up / spin down), hartree: 0.3883 / 0.3135
⟨S²⟩: 0.7546
Total energy, hartree: -289.84202
Lowest unoccupied orbital energy (spin up / spin down), eV: -3.82 / -5.31
Multiplicity: 2
Net charge: +1

Atoms and positions in Å:
C1 1.31911 -1.64406 -0.16209
O1 0.09796 -1.43316 -0.74501
C2 1.23179 -2.19444 1.27744
H1 1.95014 -0.72829 -0.26467
H2 1.99260 -2.41019 -0.68531
H3 2.18893 -2.40380 1.75918
H4 0.68174 -3.13156 1.25745
H5 0.77835 -1.42198 1.93244
C3 -1.73118 0.82081 -1.16239
C4 -0.56654 0.91878 -0.21492
N1 -0.42398 2.32389 0.25187
H6 -1.83420 -0.23196 -1.49314
H7 -2.73665 1.00839 -0.71565
H8 -1.56010 1.52907 -2.01297
H9 -0.65115 0.15414 0.56402
H10 0.35393 0.65044 -0.76243
H11 -0.24419 3.09824 -0.42231
H12 0.39709 2.39222 0.86456
H13 -1.24364 2.70347 0.73393

Molecular formula: C4H13NO2
Method: DFT, the ωB97M-V functional and the def2-TZVPD basis

ΔE to the lowest compared entry with this formula, charge and spin, kcal/mol: 21.7
Gap between HOMO and LUMO (spin up / spin down), hartree: 0.1137 / 0.3606
⟨S²⟩: 0.7505
Total energy, hartree: -365.35644
Lowest unoccupied orbital energy (spin up / spin down), eV: 4.03 / 3.80
Multiplicity: 2
Net charge: -1

Atoms and positions in Å:
C1 0.22477 -1.59289 -0.55331
C2 0.31329 -0.34071 -1.35274
C3 0.17730 0.81794 -0.31025
C4 1.45064 0.85358 0.58732
O1 -0.98724 0.54336 0.59939
N1 -0.63733 -0.09350 -2.48340
H1 -0.62703 -1.63904 0.14262
H2 1.16350 -1.71589 0.10958
H3 0.32306 -2.40874 -1.32584
H4 1.32583 -0.31615 -1.85562
H5 -0.06499 1.72528 -0.86513
H6 1.42365 1.61312 1.37799
H7 2.32516 1.11636 -0.04601
H8 1.41907 -0.07841 1.19749
H9 -1.74911 0.88322 0.20376
H10 -1.62439 0.07521 -2.15508
H11 -0.87227 -0.92017 -3.14292
H12 -0.84449 0.28200 2.22704
H13 -0.74296 -0.85189 3.17983
O2 -0.26147 0.01440 2.91436

Molecular formula: C4H13NO2
Method: DFT, the ωB97M-V functional and the def2-TZVPD basis

ΔE to the lowest compared entry with this formula, charge and spin, kcal/mol: 38.6
Gap between HOMO and LUMO, hartree: 0.3111
Total energy, hartree: -365.38104
SMILES string: C=CNCC.O.O
Lowest unoccupied orbital energy, eV: 0.55

Atoms and positions in Å:
C1 -0.55642 -2.09497 -0.93922
C2 -0.34550 -0.78226 -0.92600
N1 0.33208 -0.08709 0.07880
C3 0.50543 1.36865 -0.16183
C4 1.06427 1.74143 -1.53847
H1 -1.28581 -2.50672 -1.62980
H2 -0.08980 -2.82719 -0.28785
H3 -0.83858 -0.14095 -1.64461
H4 1.24853 -0.42085 0.34754
H5 -0.44693 1.82531 0.10593
H6 1.30081 1.64584 0.52701
H7 0.45410 1.40929 -2.38131
H8 1.05577 2.82800 -1.60606
H9 2.07743 1.34367 -1.58141
O1 -5.44757 -1.15025 2.98818
H10 -5.78858 -0.27916 2.69884
H11 -4.60609 -0.82595 2.60630
O2 3.53493 -0.38834 0.81791
H12 3.37084 -0.52392 1.75688
H13 4.46112 -0.13455 0.76917

Molecular formula: C4H13NO2
Method: DFT, the ωB97M-V functional and the def2-TZVPD basis

ΔE to the lowest compared entry with this formula, charge and spin, kcal/mol: 14.6
Gap between HOMO and LUMO, hartree: 0.3380
Total energy, hartree: -365.41930
SMILES string: CC(C)=CN.O.O
Lowest unoccupied orbital energy, eV: 0.80

Atoms and positions in Å:
C1 -0.98592 -1.25737 1.47277
C2 -0.74206 -0.64607 0.14109
C3 -1.67837 0.47961 -0.23074
C4 0.11673 -1.09310 -0.75829
N1 0.99561 -2.17806 -0.46868
H1 -1.92136 -1.83210 1.44192
H2 -0.22567 -1.94440 1.82419
H3 -1.11035 -0.51660 2.22236
H4 -1.87493 1.08951 0.65657
H5 -1.32493 1.19223 -0.97846
H6 -2.61144 0.06962 -0.61616
H7 0.11208 -0.75337 -1.78681
H8 1.66530 -2.36262 -1.20202
H9 0.54140 -3.05908 -0.26145
O1 1.32615 3.10842 -1.66434
H10 1.13344 4.03391 -1.47082
H11 1.08607 2.62622 -0.86003
O2 1.56221 1.31699 0.86604
H12 2.46581 1.28809 1.20520
H13 1.47023 0.43817 0.46766

Molecular formula: C4H13NO2
Method: DFT, the ωB97M-V functional and the def2-TZVPD basis

ΔE to the lowest compared entry with this formula, charge and spin, kcal/mol: 27.3
Gap between HOMO and LUMO, hartree: 0.3225
Total energy, hartree: -365.39896
SMILES string: C=CNCC.O.O
Lowest unoccupied orbital energy, eV: 0.74

Atoms and positions in Å:
C1 0.72874 -2.19148 -0.31418
C2 1.22226 -0.93445 -0.26655
N1 1.02295 -0.01012 0.73018
C3 0.64700 1.37561 0.46926
C4 1.38605 1.92941 -0.73470
H1 0.53080 -2.74974 -1.21315
H2 0.38549 -2.62263 0.62349
H3 1.79775 -0.64710 -1.14534
H4 0.59641 -0.42750 1.54382
H5 0.93197 1.92549 1.36327
H6 -0.43236 1.45472 0.32543
H7 1.15415 2.99620 -0.83998
H8 1.10170 1.46013 -1.66558
H9 2.45650 1.88781 -0.54614
O1 -2.03257 -0.92616 -0.75865
H10 -2.32604 -0.74314 -1.65594
H11 -1.06126 -0.94318 -0.75682
O2 -2.39855 -0.13879 1.83104
H12 -2.39136 -0.46470 0.90901
H13 -3.31962 -0.23040 2.10153

Molecular formula: C4H13NO2
Method: DFT, the ωB97M-V functional and the def2-TZVPD basis

ΔE to the lowest compared entry with this formula, charge and spin, kcal/mol: 27.7
Gap between HOMO and LUMO, hartree: 0.3426
Total energy, hartree: -365.39829
SMILES string: C=CNCC.O.O
Lowest unoccupied orbital energy, eV: 0.79

Atoms and positions in Å:
C1 -1.87146 -0.53477 1.61396
C2 -0.59316 -0.47042 1.22629
N1 0.06398 0.77348 1.10103
C3 1.51922 0.77641 1.14909
C4 2.13917 0.75287 -0.22759
H1 -2.44103 -1.43878 1.43999
H2 -2.39542 0.40196 1.79460
H3 -0.05066 -1.28185 0.74813
H4 -0.56495 1.47903 1.44852
H5 1.84095 -0.15807 1.63028
H6 1.83023 1.62174 1.78368
H7 3.21087 0.81034 -0.42235
H8 1.69494 1.57395 -0.81678
H9 1.71762 -0.16516 -0.70177
O1 -0.65767 -2.07207 -2.01678
H10 -0.18670 -1.96830 -2.84105
H11 -0.66002 -1.15968 -1.68222
O2 -0.61907 0.78308 -1.74777
H12 -1.44094 1.23325 -1.95463
H13 -0.55359 0.83060 -0.77498

Molecular formula: C4H13NO2
Method: DFT, the ωB97M-V functional and the def2-TZVPD basis

ΔE to the lowest compared entry with this formula, charge and spin, kcal/mol: 19.1
Gap between HOMO and LUMO, hartree: 0.3777
Total energy, hartree: -365.41209
SMILES string: NCCCCO.O
Lowest unoccupied orbital energy, eV: 0.93

Atoms and positions in Å:
N1 -0.97517 -1.28563 2.99301
C1 -0.78153 0.12753 2.57161
C2 0.56312 0.30877 1.88975
C3 0.76515 -0.58845 0.67201
C4 -0.08777 -0.21505 -0.55055
O1 0.59330 0.64565 -1.46963
H1 -1.57537 -1.33769 3.80864
H2 -1.45886 -1.83465 2.29764
H3 -0.88132 0.74892 3.45371
H4 -1.59448 0.36779 1.87943
H5 0.59097 1.34858 1.53675
H6 1.37661 0.21654 2.56231
H7 1.81420 -0.59777 0.36152
H8 0.54112 -1.63498 0.90113
H9 -0.30094 -1.12667 -1.09766
H10 -1.02130 0.27802 -0.26871
H11 0.66285 1.52306 -1.07141
O2 0.45419 0.66608 -6.73997
H12 -0.01293 1.37856 -7.19360
H13 1.32815 1.01140 -6.53600

Molecular formula: C4H13NO2
Method: DFT, the ωB97M-V functional and the def2-TZVPD basis

ΔE to the lowest compared entry with this formula, charge and spin, kcal/mol: 45.0
Gap between HOMO and LUMO, hartree: 0.3381
Total energy, hartree: -365.37077
SMILES string: CC(C)=CN.O.O
Lowest unoccupied orbital energy, eV: 0.66

Atoms and positions in Å:
C1 -0.96872 0.95666 1.53277
C2 0.04444 0.78490 0.40271
C3 1.45262 0.86740 0.78370
C4 -0.49083 0.67927 -0.82740
N1 -1.81322 0.07744 -0.95775
H1 -1.39216 0.05202 1.98169
H2 -0.41003 1.46946 2.33770
H3 -1.86379 1.44284 0.98137
H4 1.67382 0.21694 1.61265
H5 2.10114 0.63039 -0.05255
H6 1.73509 1.90407 1.25092
H7 -0.08137 0.92796 -1.79216
H8 -1.99068 -0.34933 -1.86074
H9 -2.47415 0.89013 -0.98977
O1 1.77958 -1.25259 -1.91617
H10 1.19162 -1.52709 -1.18695
H11 1.30036 -1.70201 -2.62859
O2 0.32631 -2.19678 0.38630
H12 0.41254 -1.31446 0.77855
H13 -0.53257 -2.55721 0.16372

Molecular formula: C4H13NO2
Method: DFT, the ωB97M-V functional and the def2-TZVPD basis

ΔE to the lowest compared entry with this formula, charge and spin, kcal/mol: 17.2
Gap between HOMO and LUMO, hartree: 0.3758
Total energy, hartree: -365.41502
SMILES string: C[C@H](O)CCN.O
Lowest unoccupied orbital energy, eV: 0.72

Atoms and positions in Å:
C1 -2.18762 2.03227 -0.59022
C2 -1.13815 1.13522 -1.20376
O1 -1.27542 1.13896 -2.64395
C3 -1.28170 -0.32998 -0.79464
C4 0.08288 -1.04593 -0.66755
N1 0.72984 -0.77003 0.61473
H1 -1.97154 3.08815 -0.77481
H2 -2.32313 1.80846 0.45773
H3 -3.14107 1.87090 -1.09990
H4 -0.11780 1.47384 -1.02543
H5 -1.33506 2.05474 -2.89856
H6 -1.68982 -0.42849 0.22012
H7 -1.92409 -0.87443 -1.47132
H8 -0.16825 -2.10865 -0.76954
H9 0.69394 -0.87032 -1.56143
H10 0.60353 0.21966 0.79284
H11 1.71728 -0.97821 0.51132
O2 4.17834 -1.99887 4.50245
H12 4.75493 -1.61888 3.83982
H13 3.27402 -1.73722 4.31009

Molecular formula: C4H13NO2
Method: DFT, the ωB97M-V functional and the def2-TZVPD basis

ΔE to the lowest compared entry with this formula, charge and spin, kcal/mol: 92.3
Gap between HOMO and LUMO, hartree: 0.2647
Total energy, hartree: -365.29539
SMILES string: CC(C)=CN.O.O
Lowest unoccupied orbital energy, eV: 0.69

Atoms and positions in Å:
C1 -0.25014 -0.52868 -0.37632
C2 -0.31083 0.91891 0.20124
C3 -1.63256 1.64759 -0.08837
C4 0.55548 1.21856 1.26105
N1 1.86754 1.26935 0.87754
H1 -0.14835 -1.29384 0.40119
H2 -1.17855 -0.80829 -0.73772
H3 0.42092 -0.72135 -1.19702
H4 -2.47146 1.05162 -0.34673
H5 -2.04593 2.24473 0.71409
H6 -1.29827 2.11987 -1.01027
H7 0.40713 1.03787 2.33016
H8 2.12438 1.78169 0.05917
H9 2.39522 1.35535 1.69652
O1 1.39375 -2.13772 -3.90169
H10 1.53506 -3.01472 -4.36881
H11 2.06596 -2.17365 -3.27457
O2 -1.34459 -0.99768 2.69274
H12 -1.64536 -1.96786 2.74122
H13 -0.43940 -1.00175 2.32657

Molecular formula: C4H13NO2
Method: DFT, the ωB97M-V functional and the def2-TZVPD basis

ΔE to the lowest compared entry with this formula, charge and spin, kcal/mol: 73.1
Gap between HOMO and LUMO, hartree: 0.3172
Total energy, hartree: -365.32607
SMILES string: C=C(N)CC.O.O
Lowest unoccupied orbital energy, eV: 0.53

Atoms and positions in Å:
C1 1.44789 0.70273 1.95782
C2 0.81535 0.94029 0.79082
N1 -0.59529 1.11675 0.43781
C3 1.59687 1.64492 -0.33895
C4 1.53542 1.13807 -1.82435
H1 2.43111 0.41060 1.89731
H2 1.04678 0.83802 2.98393
H3 -0.52995 1.23332 -0.53816
H4 -0.84819 0.27273 0.87559
H5 1.29018 2.73530 -0.47256
H6 2.66073 1.66278 0.00393
H7 1.06303 0.16214 -1.95257
H8 2.60620 1.14526 -2.07159
H9 1.13650 2.09048 -2.29468
O1 -1.48597 -1.58545 0.42184
H10 -1.08856 -2.17876 -0.18129
H11 -1.61680 -2.01539 1.32145
O2 -3.62229 -3.76704 -0.26822
H12 -3.28891 -2.72805 -0.41139
H13 -4.55411 -3.81873 -0.33672